Entry from the Open Molecules 2025 dataset: the ion C4H11INS with charge +1 in a non-equilibrium geometry (ωB97M-V/def2-TZVPD).

Values from the calculation:
LUMO energy ... -3.92 eV
Total energy ... -24743.9863 eV
SMILES ... CS[C@@H](I)[C@@H](C)[NH3+]
HOMO energy ... -12.74 eV
Frontier orbital gap ... 0.324 Ha
Energy relative to the best compared isomer or geometry (same formula, charge and spin) ... 92.4 kJ/mol
Charge ... +1

XYZ file:
```
18
C4H11INS, DFT ωB97M-V/def2-TZVPD
C 0.00 -3.30 0.15
S -0.99 -1.79 0.20
C 0.56 -0.22 0.51
I 2.00 -0.25 -1.11
C -0.37 1.09 0.38
C 0.51 2.39 0.59
N -0.98 1.07 -0.99
H -0.12 -3.78 -0.87
H -0.46 -4.02 0.77
H 1.08 -2.91 0.30
H 0.95 -0.38 1.51
H -1.20 1.08 1.08
H -0.06 3.22 0.39
H 1.31 2.39 -0.12
H 0.92 2.42 1.51
H -1.51 1.82 -1.44
H -1.45 0.18 -1.07
H -0.20 1.00 -1.79
```

=====

Entry from the Open Molecules 2025 dataset: a cluster of 12 separate species, C21H66N6O21 in total in a non-equilibrium geometry (ωB97M-V/def2-TZVPD).

Values from the calculation:
LUMO energy ... -0.27 eV
Total energy ... -74782.4532 eV
SMILES ... NC(N)=O.NC(N)=O.NC(N)=O.OCCO.OCCO.OCCO.OCCO.OCCO.OCCO.OCCO.OCCO.OCCO
HOMO energy ... -8.66 eV
Frontier orbital gap ... 0.308 Ha
Energy relative to the best compared isomer or geometry (same formula, charge and spin) ... 257.3 kJ/mol
Charge ... 0

XYZ file:
```
114
C21H66N6O21, DFT ωB97M-V/def2-TZVPD
N -7.66 -3.53 24.88
C -8.04 -3.22 23.61
N -8.87 -2.15 23.48
O -7.71 -3.87 22.63
H -7.85 -2.89 25.62
H -7.29 -4.44 25.08
H -9.13 -1.63 24.30
H -9.27 -1.85 22.61
N -11.85 2.58 24.03
C -12.17 1.35 23.54
N -13.41 1.12 23.04
O -11.30 0.47 23.49
H -12.39 3.41 23.87
H -10.85 2.64 24.19
H -14.19 1.71 23.25
H -13.49 0.17 22.73
N -8.54 -1.12 17.43
C -8.75 -0.05 16.59
N -8.31 1.11 17.20
O -9.34 -0.08 15.53
H -8.17 -0.94 18.34
H -8.95 -2.01 17.25
H -8.83 1.94 16.99
H -7.89 1.02 18.12
O -6.89 0.18 19.83
C -6.23 -0.94 20.40
C -4.70 -0.87 20.29
O -4.17 -1.63 19.22
H -6.69 0.98 20.32
H -6.48 -1.05 21.46
H -6.62 -1.79 19.85
H -4.25 -1.21 21.23
H -4.42 0.18 20.16
H -4.65 -2.47 19.17
O -8.90 0.85 22.34
C -9.24 1.74 21.26
C -8.40 3.00 21.30
O -7.12 2.79 20.69
H -9.78 0.61 22.72
H -9.06 1.11 20.38
H -10.29 2.03 21.31
H -8.23 3.24 22.35
H -8.86 3.82 20.76
H -6.48 3.44 21.02
O -4.73 4.07 21.34
C -3.44 3.67 21.79
C -2.44 3.40 20.70
O -2.05 4.56 20.00
H -4.81 5.02 21.48
H -3.01 4.39 22.50
H -3.60 2.78 22.41
H -2.83 2.64 20.02
H -1.59 2.96 21.24
H -2.21 4.44 19.06
O -8.68 3.48 27.51
C -9.32 2.25 27.21
C -8.66 1.56 26.02
O -9.00 2.31 24.86
H -9.01 4.20 26.96
H -9.09 1.61 28.07
H -10.40 2.34 27.08
H -9.10 0.58 25.87
H -7.60 1.56 26.27
H -8.89 1.82 24.03
O -8.69 6.66 20.69
C -7.88 6.63 19.49
C -8.71 6.89 18.25
O -8.98 8.27 18.09
H -9.26 5.89 20.60
H -7.07 7.35 19.56
H -7.46 5.61 19.49
H -9.64 6.33 18.33
H -8.15 6.52 17.38
H -8.46 8.63 17.37
O -8.01 4.92 24.67
C -9.17 5.56 24.20
C -10.27 5.59 25.23
O -9.74 5.86 26.51
H -8.19 3.98 24.80
H -8.89 6.59 24.00
H -9.50 5.02 23.31
H -10.95 4.72 25.26
H -11.00 6.36 24.93
H -10.45 5.89 27.16
O -14.86 1.33 18.61
C -13.60 1.45 19.27
C -12.54 1.61 18.21
O -11.26 1.79 18.83
H -15.53 1.46 19.29
H -13.62 2.33 19.93
H -13.40 0.59 19.93
H -12.77 2.41 17.51
H -12.58 0.65 17.67
H -10.85 2.53 18.38
O -9.80 -1.36 20.16
C -11.06 -1.58 20.75
C -11.09 -3.00 21.27
O -10.40 -3.04 22.53
H -9.80 -0.50 19.72
H -11.28 -0.89 21.57
H -11.90 -1.41 20.05
H -10.60 -3.65 20.54
H -12.11 -3.34 21.45
H -9.53 -3.42 22.38
O -13.08 5.02 18.38
C -13.08 5.88 19.54
C -12.33 5.15 20.62
O -11.02 4.82 20.19
H -13.36 5.55 17.63
H -12.79 6.89 19.25
H -14.14 5.98 19.84
H -12.89 4.24 20.83
H -12.28 5.80 21.50
H -11.08 3.99 19.71
```

=====

Entry from the Open Molecules 2025 dataset: a cluster of 11 separate species, C37H49Cl8F4N3O3 in total in a non-equilibrium geometry (ωB97M-V/def2-TZVPD).

Values from the calculation:
LUMO energy ... -0.08 eV
Total energy ... -160824.7135 eV
SMILES ... Fc1ccccc1.Fc1ccccc1.Fc1ccccc1.Fc1ccccc1.CNC(C)=O.CNC(C)=O.CNC(C)=O.ClCCl.ClCCl.ClCCl.ClCCl
HOMO energy ... -9.27 eV
Frontier orbital gap ... 0.338 Ha
Charge ... 0

XYZ file:
```
104
C37H49Cl8F4N3O3, DFT ωB97M-V/def2-TZVPD
F -2.30 0.85 -8.67
C -0.93 1.03 -8.63
C -0.08 0.26 -9.35
C 1.26 0.58 -9.37
C 1.72 1.74 -8.68
C 0.84 2.48 -7.89
C -0.51 2.09 -7.86
H -0.51 -0.59 -9.86
H 1.98 0.00 -9.93
H 2.78 1.94 -8.72
H 1.25 3.27 -7.28
H -1.23 2.63 -7.28
F -9.17 -0.66 0.43
C -8.58 0.43 0.95
C -7.27 0.32 1.40
C -6.70 1.43 2.09
C -7.39 2.58 2.16
C -8.64 2.75 1.57
C -9.20 1.63 0.94
H -6.75 -0.63 1.41
H -5.70 1.40 2.49
H -6.90 3.40 2.67
H -9.12 3.72 1.64
H -10.22 1.77 0.59
F 8.43 1.81 4.34
C 8.14 2.51 3.21
C 6.88 3.00 2.94
C 6.60 3.60 1.71
C 7.64 3.83 0.78
C 8.89 3.24 1.09
C 9.18 2.63 2.30
H 6.02 2.76 3.55
H 5.62 3.88 1.35
H 7.45 4.15 -0.24
H 9.77 3.20 0.47
H 10.19 2.28 2.49
F 0.99 -7.82 3.37
C 1.41 -8.64 2.40
C 2.14 -8.02 1.42
C 2.60 -8.76 0.36
C 2.40 -10.12 0.34
C 1.80 -10.76 1.40
C 1.19 -10.00 2.40
H 2.36 -6.97 1.57
H 3.11 -8.31 -0.48
H 2.70 -10.72 -0.51
H 1.73 -11.83 1.32
H 0.58 -10.40 3.19
C -5.23 3.12 -3.73
N -4.76 3.93 -2.69
C -4.36 5.20 -2.81
C -3.91 5.83 -1.48
O -4.28 5.80 -3.88
H -5.48 3.69 -4.63
H -6.17 2.72 -3.36
H -4.59 2.28 -4.01
H -4.72 3.46 -1.79
H -4.02 5.18 -0.61
H -4.48 6.74 -1.33
H -2.86 6.10 -1.62
C -0.58 -1.79 0.95
N 0.04 -0.66 0.35
C -0.64 0.19 -0.50
C -0.03 1.47 -1.15
O -1.79 -0.07 -0.83
H -0.18 -2.06 1.93
H -0.37 -2.66 0.32
H -1.66 -1.69 1.05
H 0.91 -0.40 0.79
H 1.01 1.68 -0.92
H -0.72 2.28 -0.90
H 0.01 1.21 -2.21
C 5.21 -2.56 2.76
N 4.87 -3.20 4.05
C 4.10 -2.61 5.01
C 3.75 -3.47 6.27
O 3.62 -1.51 4.92
H 4.98 -3.13 1.87
H 6.28 -2.38 2.84
H 4.70 -1.59 2.73
H 5.29 -4.10 4.24
H 4.28 -4.42 6.22
H 2.70 -3.78 6.21
H 3.99 -2.98 7.21
Cl -3.32 -5.19 -4.60
C -2.65 -3.63 -4.03
Cl -1.11 -3.18 -4.83
H -3.34 -2.83 -4.27
H -2.58 -3.64 -2.94
Cl -3.28 -3.20 6.57
C -4.96 -2.70 6.57
Cl -6.01 -3.93 7.51
H -5.14 -1.71 6.98
H -5.37 -2.65 5.56
Cl -1.96 2.72 5.75
C -0.36 2.44 5.00
Cl 0.16 3.76 3.90
H 0.39 2.29 5.78
H -0.38 1.53 4.40
Cl 3.30 7.45 -3.06
C 3.61 9.18 -2.84
Cl 5.29 9.31 -2.35
H 3.44 9.62 -3.82
H 2.90 9.58 -2.12
```

=====

Entry from the Open Molecules 2025 dataset: a cluster of 2 separate species, C4H11N2O in total in a non-equilibrium geometry (ωB97M-V/def2-TZVPD).

Values from the calculation:
LUMO energy ... 4.26 eV
Total energy ... -9353.3182 eV
HOMO energy ... -3.03 eV
Frontier orbital gap ... 0.268 Ha
Energy relative to the best compared isomer or geometry (same formula, charge and spin) ... 113.1 kJ/mol
Charge ... -1

XYZ file:
```
18
C4H11N2O, DFT ωB97M-V/def2-TZVPD
C -0.64 -1.56 0.70
O -0.99 -0.77 -0.37
C -1.86 -1.92 1.55
H 0.09 -1.08 1.39
H -0.15 -2.52 0.38
H -1.63 -2.55 2.40
H -2.58 -2.50 0.91
H -2.39 -1.01 1.87
C 1.04 1.48 -0.30
C 0.93 1.49 -1.65
N -0.07 0.78 -2.33
N 2.07 2.25 0.37
H 0.38 0.87 0.27
H 1.60 2.09 -2.25
H -0.50 0.11 -1.65
H 0.23 0.34 -3.19
H 2.76 1.63 0.82
H 1.70 2.87 1.08
```

=====

Entry from the Open Molecules 2025 dataset: a cluster of 5 separate species, C32H46FNO16S2 in total in a non-equilibrium geometry (ωB97M-V/def2-TZVPD).

Values from the calculation:
LUMO energy ... -0.32 eV
Total energy ... -92568.6302 eV
HOMO energy ... -8.95 eV
Frontier orbital gap ... 0.317 Ha
Charge ... 0

XYZ file:
```
98
C32H46FNO16S2, DFT ωB97M-V/def2-TZVPD
C -5.71 1.77 4.39
C -5.81 2.48 3.00
C -6.51 1.51 1.99
C -5.65 1.01 0.85
C -4.33 0.54 0.96
C -3.63 0.50 2.31
O -3.67 -0.51 2.96
O -2.97 1.62 2.80
C -1.91 2.07 1.98
S -1.71 3.89 2.10
C -1.29 4.31 0.37
C -2.52 4.72 -0.49
C -3.63 0.06 -0.14
C -2.23 -0.51 -0.13
C -2.29 -2.07 0.06
C -1.94 -2.53 1.50
F -3.61 -2.50 -0.18
C -4.28 0.06 -1.35
N -5.51 0.52 -1.46
C -6.10 0.46 -2.88
O -6.36 -0.69 -3.25
O -6.20 1.52 -3.48
C -6.22 0.98 -0.42
S -7.88 1.50 -0.77
H -6.73 1.78 4.79
H -5.03 2.28 5.07
H -5.47 0.71 4.25
H -6.41 3.38 3.20
H -4.84 2.84 2.66
H -7.42 2.01 1.65
H -6.87 0.63 2.55
H -0.95 1.61 2.25
H -2.05 1.86 0.92
H -0.85 3.42 -0.11
H -0.55 5.11 0.32
H -2.36 5.65 -1.04
H -2.76 3.97 -1.25
H -3.39 4.83 0.17
H -1.73 -0.28 -1.09
H -1.60 -0.13 0.68
H -1.67 -2.57 -0.69
H -2.87 -2.86 1.97
H -1.22 -3.35 1.41
H -1.52 -1.71 2.09
H -3.78 -0.33 -2.22
H -8.50 0.33 -1.06
C -1.30 1.40 -6.69
C -1.63 0.17 -5.88
C -3.00 0.19 -5.25
O -2.81 -0.62 -4.08
C -1.50 -0.54 -3.75
O -1.05 -0.94 -2.72
O -0.78 0.06 -4.73
H -1.23 2.28 -6.05
H -0.33 1.28 -7.18
H -2.06 1.57 -7.46
H -1.49 -0.73 -6.49
H -3.77 -0.24 -5.89
H -3.32 1.19 -4.94
C 2.80 -5.70 1.04
C 2.03 -4.72 0.19
C 2.89 -3.91 -0.74
O 2.14 -2.69 -0.87
C 1.41 -2.55 0.26
O 0.83 -1.56 0.57
O 1.43 -3.69 1.00
H 3.45 -5.18 1.74
H 2.11 -6.30 1.64
H 3.39 -6.37 0.42
H 1.23 -5.23 -0.35
H 3.02 -4.38 -1.72
H 3.88 -3.67 -0.33
C 4.15 2.44 0.09
C 3.91 0.95 0.00
C 3.90 0.25 1.33
O 4.35 -1.07 0.98
C 5.11 -0.95 -0.14
O 5.79 -1.82 -0.59
O 4.99 0.29 -0.68
H 5.16 2.64 0.46
H 4.08 2.90 -0.90
H 3.42 2.91 0.75
H 2.99 0.75 -0.57
H 2.90 0.21 1.77
H 4.59 0.67 2.05
C 9.59 -2.10 2.86
C 8.82 -1.12 2.01
C 9.68 -0.32 1.07
O 8.93 0.90 0.94
C 8.20 1.04 2.07
O 7.61 2.03 2.37
O 8.22 -0.09 2.82
H 10.25 -1.57 3.55
H 8.91 -2.69 3.47
H 10.18 -2.77 2.24
H 8.01 -1.63 1.48
H 9.80 -0.80 0.10
H 10.66 -0.08 1.48
```

=====

Entry from the Open Molecules 2025 dataset: a cluster of 3 separate species, C17H21NO in total in a non-equilibrium geometry (ωB97M-V/def2-TZVPD).

Values from the calculation:
LUMO energy ... 0.49 eV
Total energy ... -21505.4768 eV
SMILES ... C[C@H]1CCNC1=O.c1ccccc1.c1ccccc1
HOMO energy ... -9.52 eV
Frontier orbital gap ... 0.368 Ha
Energy relative to the best compared isomer or geometry (same formula, charge and spin) ... 197.8 kJ/mol
Charge ... 0

XYZ file:
```
40
C17H21NO, DFT ωB97M-V/def2-TZVPD
C 1.31 0.74 -1.27
C 2.11 1.13 0.05
C 2.61 -0.03 1.06
C 3.25 0.95 2.19
N 3.79 2.14 1.43
C 3.48 1.94 -0.03
O 4.14 2.26 -1.03
H 1.95 0.68 -2.21
H 0.53 1.56 -1.43
H 0.72 -0.21 -1.05
H 1.48 1.78 0.74
H 1.82 -0.77 1.42
H 3.57 -0.47 0.61
H 4.06 0.49 2.86
H 2.31 1.22 2.79
H 3.17 2.95 1.63
C -3.15 1.71 0.93
C -1.84 2.17 0.81
C -1.59 3.39 0.18
C -2.65 4.14 -0.33
C -3.95 3.67 -0.22
C -4.20 2.45 0.42
H -3.34 0.77 1.43
H -1.02 1.59 1.20
H -0.58 3.75 0.08
H -2.46 5.08 -0.82
H -4.78 4.25 -0.62
H -5.22 2.09 0.51
C -0.83 -3.15 -0.23
C -1.78 -3.85 -0.96
C -1.42 -4.99 -1.67
C -0.09 -5.42 -1.66
C 0.86 -4.71 -0.94
C 0.50 -3.58 -0.22
H -1.11 -2.27 0.33
H -2.81 -3.51 -0.97
H -2.16 -5.54 -2.23
H 0.19 -6.31 -2.21
H 1.90 -5.05 -0.93
H 1.24 -3.03 0.34
```

=====

Entry from the Open Molecules 2025 dataset: a cluster of 2 separate species, C3H4N3O2 in total in a non-equilibrium geometry (ωB97M-V/def2-TZVPD).

Values from the calculation:
LUMO energy (spin up / spin down) ... -6.91 / -6.91 eV
Total energy ... -11724.4163 eV
HOMO energy (spin up / spin down) ... -14.41 / -14.41 eV
Frontier orbital gap (spin up / spin down) ... 0.276 / 0.276 Ha
Energy relative to the best compared isomer or geometry (same formula, charge and spin) ... 962.7 kJ/mol
Charge ... +1

XYZ file:
```
12
C3H4N3O2, DFT ωB97M-V/def2-TZVPD
C 1.22 -0.77 0.04
C -0.06 -1.32 0.00
C 0.23 1.35 -0.04
N 1.30 0.57 0.02
N -1.09 -0.51 -0.07
N -1.04 0.83 -0.06
O -2.03 1.50 -0.07
O -2.92 -1.34 0.08
H 2.12 -1.37 0.10
H -0.27 -2.38 0.01
H 0.32 2.43 -0.05
H 2.22 1.01 0.05
```